1.
C30H33BrCl3N5O2RuS as an isolated structure at a distorted geometry. Source: OMol25; level of theory: wB97M-V/def2-TZVPD.

Element x y z (Å)
Ru: -0.09762 -0.06436 0.02964
C: -2.80168 -0.19654 4.97502
C: -1.46109 -0.08198 5.36485
C: -0.46347 -0.06167 4.42686
C: -0.79552 -0.15377 3.03062
C: -2.17169 -0.28312 2.65312
C: -3.14041 -0.30134 3.61572
N: 0.14008 -0.10800 2.08816
N: 1.46125 -0.02188 2.59540
C: 2.32253 0.18272 1.61724
C: 3.70324 0.30820 1.95922
C: 4.63839 0.47058 0.96796
C: 4.24422 0.51950 -0.37144
C: 2.88548 0.40873 -0.72627
C: 1.91596 0.26021 0.22808
H: -3.58085 -0.21334 5.72597
H: -1.20834 -0.01616 6.41488
H: 0.57369 0.01147 4.70582
H: -2.43696 -0.39802 1.61391
H: -4.17771 -0.40601 3.32606
H: 3.98165 0.26442 3.00436
H: 5.68664 0.55060 1.22280
H: 4.99032 0.62956 -1.14812
H: 2.62544 0.43788 -1.77796
Br: -0.52785 -7.85648 -0.37659
C: -1.55834 -6.27699 -0.23359
C: -2.93984 -6.37040 -0.17378
C: -3.69517 -5.20948 -0.07411
C: -3.07300 -3.97104 -0.03898
C: -1.68744 -3.89663 -0.09508
C: -0.91976 -5.05290 -0.19027
C: -0.99642 -2.57723 -0.05262
O: 0.24306 -2.49889 0.06148
O: -1.70734 -1.50766 -0.14397
H: -3.41764 -7.34056 -0.20413
H: -4.77461 -5.27750 -0.02754
H: -3.65000 -3.05872 0.02892
H: 0.15788 -4.97597 -0.22480
C: 2.09811 8.07623 -1.42533
C: 2.47551 6.65608 -1.01795
C: 1.26525 5.84347 -0.57165
C: 1.64722 4.41020 -0.21755
N: 0.51496 3.57093 0.16873
C: -0.36228 3.01711 -0.66603
S: -1.61316 2.00921 -0.02361
N: -0.22045 3.23156 -1.96955
C: -1.07801 2.69227 -3.02931
C: -2.19748 3.65153 -3.41079
C: -1.71190 5.03025 -3.85787
C: -0.73171 4.99364 -5.02944
H: 2.97695 8.64796 -1.72275
H: 1.61874 8.60560 -0.59938
H: 1.40254 8.07021 -2.26785
H: 3.20781 6.68724 -0.20527
H: 2.96329 6.14949 -1.85793
H: 0.50870 5.85361 -1.36430
H: 0.80096 6.31152 0.30031
H: 2.33809 4.40988 0.62400
H: 2.17541 3.93040 -1.04822
H: 0.35545 3.37751 1.14410
H: 0.48933 3.88582 -2.25908
H: -1.49523 1.75049 -2.68043
H: -0.43372 2.48500 -3.88535
H: -2.87297 3.75415 -2.55779
H: -2.76796 3.18097 -4.21713
H: -1.25732 5.55220 -3.00874
H: -2.58406 5.62389 -4.13670
H: 0.22744 4.54087 -4.75838
H: -0.51913 5.99980 -5.39094
H: -1.14150 4.42061 -5.86507
Cl: 1.36495 0.53599 -5.15776
C: 0.18626 -0.60996 -4.50634
Cl: -1.42111 -0.28400 -5.14633
Cl: 0.67369 -2.25954 -4.81546
C: 0.12698 -0.41420 -3.05017
N: 0.07690 -0.23489 -1.92698

Calculated values
total charge = +1
spin multiplicity = 6
Kohn-Sham gap (alpha / beta) = 7.2 / 5.4 eV
expectation value of S² = 8.8297

***

2.
A 5-piece molecular cluster, C30H33O4 overall. Source: OMol25; level of theory: wB97M-V/def2-TZVPD.

Element x y z (Å)
C: 3.30804 -0.62665 -1.63385
C: 2.18339 -0.28256 -2.61980
C: 1.31006 0.82026 -2.04296
O: 1.74022 1.92338 -1.83854
O: 0.06153 0.45113 -1.69066
C: -0.79818 0.11522 -2.82264
C: -1.71569 -1.03006 -2.46121
C: -3.08076 -0.61592 -1.82293
O: -3.24052 0.59505 -1.59229
O: -3.82872 -1.58274 -1.56189
H: 4.09246 -1.19138 -2.14352
H: 3.74455 0.29228 -1.23814
H: 2.93297 -1.22667 -0.80164
H: 2.61673 0.08817 -3.55378
H: 1.58443 -1.16589 -2.84416
H: -1.38266 1.01111 -3.04231
H: -0.16734 -0.13493 -3.68401
H: -1.94286 -1.62068 -3.35559
H: -1.20658 -1.69916 -1.75971
C: 1.05533 3.87125 3.34156
C: 0.36497 2.67865 3.51638
C: 0.04155 1.89417 2.41702
C: 0.40664 2.29516 1.13926
C: 1.10367 3.48381 0.96742
C: 1.42487 4.27333 2.06397
H: 1.30425 4.48330 4.20010
H: 0.07600 2.36261 4.51203
H: -0.50878 0.97139 2.55270
H: 0.15817 1.70180 0.26964
H: 1.39551 3.78166 -0.03096
H: 1.96584 5.20167 1.92365
C: 7.04177 -5.21008 -2.34192
C: 7.19668 -4.86492 -1.00644
C: 6.12652 -4.33654 -0.29745
C: 4.90144 -4.15452 -0.92371
C: 4.74646 -4.49882 -2.25933
C: 5.81667 -5.02646 -2.96847
H: 7.87679 -5.62068 -2.89547
H: 8.15273 -5.00586 -0.51822
H: 6.24762 -4.06292 0.74284
H: 4.06742 -3.73874 -0.37340
H: 3.79106 -4.35335 -2.74709
H: 5.69583 -5.29337 -4.01064
C: -0.53009 6.79561 8.05519
C: -1.22305 5.60589 8.23039
C: -1.53856 4.81820 7.13130
C: -1.15967 5.21731 5.85705
C: -0.46605 6.40724 5.68259
C: -0.15259 7.19645 6.78055
H: -0.28383 7.41054 8.91179
H: -1.51748 5.29206 9.22401
H: -2.08058 3.89089 7.26684
H: -1.39990 4.60241 4.99949
H: -0.16965 6.71520 4.68788
H: 0.38730 8.12493 6.64298
C: -6.47236 -5.00147 -3.15947
C: -5.90148 -3.81389 -2.72235
C: -5.81480 -2.72559 -3.57944
C: -6.29210 -2.83543 -4.87906
C: -6.86193 -4.02416 -5.32040
C: -6.95419 -5.10868 -4.45891
H: -6.53694 -5.85025 -2.48874
H: -5.50088 -3.71587 -1.72174
H: -5.34251 -1.82142 -3.21602
H: -6.21948 -1.98928 -5.55192
H: -7.23300 -4.10589 -6.33538
H: -7.39624 -6.03730 -4.80046

Calculated values
total charge = -1
spin multiplicity = 1
Kohn-Sham gap = 7.2 eV
energy above the lowest of the compared OMol25 structures with the same formula, charge and spin = 0.0 kcal per mole

***

3.
C30H34BBr2F4GeOV as an isolated structure at a distorted geometry. Source: OMol25; level of theory: wB97M-V/def2-TZVPD.

Element x y z (Å)
V: 0.74095 0.62568 0.54540
Br: 1.57729 -2.83722 1.57224
C: 3.39165 -2.41262 2.06561
Br: 3.77664 -0.54544 1.67600
H: 4.06885 -3.03941 1.48860
H: 3.50381 -2.57260 3.13557
C: -1.35339 -2.87617 -0.28202
Ge: -0.29028 -1.28367 -0.94578
C: 1.13864 -2.16705 -2.04957
C: 0.65260 -2.99119 -3.05944
C: 1.53006 -3.65599 -3.89665
C: 2.89769 -3.51535 -3.72410
C: 3.38635 -2.70011 -2.71940
C: 2.50733 -2.03085 -1.88267
C: -1.64428 -0.31104 -2.07344
C: -2.85887 -0.09923 -1.44554
C: -3.97612 0.33613 -2.15603
C: -3.86967 0.59848 -3.50009
C: -2.64197 0.44787 -4.17097
C: -2.52634 0.70795 -5.55228
C: -1.31772 0.61092 -6.19101
C: -0.17591 0.26123 -5.46391
C: -0.26079 -0.02160 -4.12223
C: -1.48866 0.03096 -3.43974
H: -2.17830 -3.04063 -0.96852
H: -1.75349 -2.78056 0.71946
H: -0.70717 -3.74831 -0.30023
H: -0.41784 -3.09217 -3.19215
H: 1.14624 -4.28425 -4.68628
H: 3.58341 -4.03777 -4.37281
H: 4.45123 -2.57522 -2.59181
H: 2.90568 -1.38262 -1.10880
H: -2.95788 -0.29891 -0.38492
H: -4.91932 0.46716 -1.64588
H: -4.72346 0.95412 -4.05784
H: -3.41743 0.97289 -6.10275
H: -1.24553 0.80949 -7.24850
H: 0.77902 0.20805 -5.96118
H: 0.64185 -0.25248 -3.57612
F: 1.97804 3.00381 -0.95031
B: 1.36358 2.10567 -1.74136
F: 1.70955 0.73456 -0.93162
F: 1.81519 1.94276 -2.97232
F: -0.00288 2.11790 -1.59424
C: 0.45389 3.88417 1.55946
C: 1.36933 3.39211 2.68271
C: 2.63524 2.74371 2.12985
C: 0.57877 2.50903 3.62363
C: 0.42080 2.94408 4.92855
C: -0.39493 2.27636 5.82386
C: -1.11911 1.18702 5.38647
C: -0.98948 0.69166 4.09512
C: -1.82093 -0.52580 3.76457
C: -1.03288 -1.78599 4.13754
C: -2.31708 -0.55912 2.32351
C: -0.08338 1.31925 3.20792
O: 0.17008 0.85340 1.99440
H: 0.99241 4.56522 0.90510
H: -0.40820 4.40264 1.97490
H: 0.09027 3.03770 0.95594
H: 1.68925 4.26643 3.26182
H: 2.37917 1.99023 1.36918
H: 3.21825 2.26931 2.91865
H: 3.24913 3.49254 1.63516
H: 0.94447 3.83297 5.24489
H: -0.48315 2.62115 6.84191
H: -1.80831 0.69873 6.05984
H: -2.70278 -0.49019 4.41523
H: -0.09623 -1.83308 3.58744
H: -1.61855 -2.67320 3.91014
H: -0.81008 -1.78079 5.20214
H: -1.47773 -0.72264 1.64213
H: -2.81299 0.37926 2.07379
H: -3.03363 -1.36935 2.20381

Calculated values
total charge = +1
spin multiplicity = 4
Kohn-Sham gap (alpha / beta) = 7.9 / 4.7 eV
energy above the lowest of the compared OMol25 structures with the same formula, charge and spin = 55.1 kcal per mole
expectation value of S² = 3.8066

***

- Which of these has the lowest total charge?
  C30H33O4

***

- What is the total charge in the third record?
  +1

***

- What is the spin multiplicity in the second record?
  1